No. 1
Molecular formula: C15H26N2O7
Method: DFT, wB97M-V/def2-TZVPD

Structure (ORCA input):
```
! RIJCOSX wB97M-V def2-TZVPD def2/J DEFGRID3
* xyz 0 1
O 5.419 -0.236 0.888
C 4.410 -0.280 0.196
O 3.709 0.830 -0.148
C 3.929 -1.691 -0.254
O 3.983 -2.595 0.860
C 4.881 -2.260 -1.285
C 4.458 -2.995 -2.377
C 3.003 -3.243 -2.670
O 2.873 -4.578 -3.157
C 2.122 -3.019 -1.423
O 0.732 -3.022 -1.771
C 2.477 -1.678 -0.778
H 4.190 1.567 0.256
H 4.815 -2.445 1.347
H 5.947 -2.107 -1.142
H 5.193 -3.390 -3.072
H 2.693 -2.548 -3.458
H 3.001 -5.214 -2.432
H 2.305 -3.821 -0.699
H 0.559 -2.431 -2.524
H 2.347 -0.879 -1.514
H 1.801 -1.481 0.058
C -6.030 2.959 0.350
N -4.609 2.616 0.383
C -4.115 1.390 0.175
O -4.851 0.442 -0.081
C -2.586 1.182 0.273
N -1.839 2.265 0.959
C -1.643 3.496 0.488
C -0.792 4.419 1.326
O -2.142 3.899 -0.552
C -2.248 -0.194 0.896
C -0.761 -0.529 0.727
C -2.606 -0.278 2.387
H -6.595 2.256 0.966
H -6.182 3.971 0.727
H -6.397 2.898 -0.675
H -3.938 3.368 0.451
H -2.240 1.156 -0.760
H -1.400 2.031 1.835
H 0.207 3.998 1.425
H -1.246 4.541 2.308
H -0.731 5.388 0.832
H -2.803 -0.969 0.369
H -0.572 -1.538 1.097
H -0.134 0.173 1.276
H -0.499 -0.498 -0.330
H -2.400 -1.284 2.754
H -3.669 -0.077 2.521
H -2.026 0.435 2.971
*
```

Molar mass in g mol⁻¹: 346.4
LUMO energy in eV: 0.185
HOMO level in eV: -9.3101
Energy above the lowest of the compared OMol25 structures with the same formula, charge and spin in kJ/mol: 56.5
Gap between HOMO and LUMO in eV: 9.495
Largest force on an atom in eV/A: 3.337
SMILES string: O=C(O)[C@]1(O)C=C[C@@H](O)[C@H](O)C1.CNC(=O)[C@@H](NC(C)=O)C(C)C



No. 2
Molecular formula: C6H10N2OSi
Method: DFT, wB97M-V/def2-TZVPD

Structure (ORCA input):
```
! RIJCOSX wB97M-V def2-TZVPD def2/J DEFGRID3
* xyz 0 1
C -2.467 -1.237 -0.158
C -2.991 1.136 -0.007
C 0.583 0.838 -1.598
C 1.249 -1.772 -0.006
C 2.005 1.019 1.222
C -2.634 -0.053 0.595
N -2.498 -2.345 -0.499
N -3.143 2.150 -0.560
O -0.493 0.425 1.181
Si 0.610 -0.010 0.140
H 1.570 0.677 -2.255
H -0.175 0.572 -2.179
H 0.337 1.960 -1.547
H 0.453 -2.647 -0.178
H 1.925 -1.923 -0.738
H 1.718 -2.210 0.845
H 2.025 1.922 0.771
H 1.676 0.891 2.214
H 2.957 0.664 1.025
H -2.707 -0.058 1.730
*
```

Molar mass in g mol⁻¹: 154.2
LUMO energy (alpha / beta) in eV: -2.472 / -2.587
HOMO level (alpha / beta) in eV: -10.1018 / -9.5325
Energy above the lowest of the compared OMol25 structures with the same formula, charge and spin in kJ/mol: 387.9
Gap between HOMO and LUMO (alpha / beta) in eV: 7.630 / 6.945
Largest force on an atom in eV/A: 5.154



No. 3
Molecular formula: C22H33N3O3V
Method: DFT, wB97M-V/def2-TZVPD

Structure (ORCA input):
```
! RIJCOSX wB97M-V def2-TZVPD def2/J DEFGRID3
* xyz 2 4
V -0.550 0.107 -0.314
C 1.738 5.874 2.259
O 0.963 5.177 3.231
C 0.391 4.030 2.898
C -0.330 3.383 3.931
C -0.925 2.190 3.694
C -0.848 1.538 2.430
C -1.435 0.258 2.258
C -2.263 -0.374 3.337
O -1.290 -0.431 1.188
C -0.140 2.218 1.377
O -0.005 1.710 0.170
C 0.453 3.458 1.638
H 2.163 6.728 2.775
H 1.112 6.218 1.434
H 2.543 5.244 1.874
H -0.377 3.861 4.900
H -1.465 1.712 4.500
H -3.057 0.294 3.666
H -1.645 -0.622 4.201
H -2.699 -1.292 2.952
H 0.980 3.925 0.819
C 1.890 -2.799 -2.287
N 1.149 -3.822 -1.503
C 2.034 -4.966 -1.157
C 0.430 -3.237 -0.281
C 1.285 -2.266 0.486
C 2.231 -2.821 1.352
C 3.136 -2.022 2.026
C 3.100 -0.655 1.812
C 2.133 -0.099 0.984
C 1.172 -0.868 0.312
H 2.177 -3.214 -3.251
H 2.782 -2.505 -1.742
H 1.268 -1.916 -2.413
H 0.419 -4.193 -2.108
H 2.880 -4.604 -0.580
H 2.396 -5.436 -2.069
H 1.477 -5.694 -0.573
H 0.149 -4.088 0.338
H -0.470 -2.749 -0.647
H 2.241 -3.894 1.517
H 3.854 -2.463 2.704
H 3.811 -0.013 2.316
H 2.143 0.977 0.866
N -2.862 1.180 -3.712
C -3.394 -0.148 -3.255
C -2.874 -0.549 -1.871
N -1.436 -0.703 -1.774
C -0.625 1.372 -2.666
C -1.366 1.229 -3.954
H -3.080 1.885 -3.006
H -3.343 1.459 -4.568
H -3.110 -0.887 -4.003
H -4.481 -0.088 -3.227
H -3.390 -1.479 -1.606
H -3.201 0.207 -1.144
H -1.101 -1.253 -2.555
H 0.452 1.267 -2.761
H -0.912 2.255 -2.095
H -1.094 0.323 -4.495
H -1.186 2.072 -4.628
*
```

Molar mass in g mol⁻¹: 438.5
LUMO energy (alpha / beta) in eV: -5.054 / -5.730
HOMO level (alpha / beta) in eV: -12.8387 / -13.4127
Gap between HOMO and LUMO (alpha / beta) in eV: 7.784 / 7.682
Largest force on an atom in eV/A: 3.855



No. 4
Molecular formula: C21H21ClN4O3
Method: DFT, wB97M-V/def2-TZVPD

Structure (ORCA input):
```
! RIJCOSX wB97M-V def2-TZVPD def2/J DEFGRID3
* xyz 0 1
C 3.630 0.473 -1.094
O 2.995 -0.515 -0.309
C 2.538 -0.165 0.952
C 2.719 1.098 1.486
C 2.227 1.424 2.740
C 1.557 0.469 3.476
C 1.381 -0.800 2.959
C 1.847 -1.152 1.692
N 1.581 -2.418 1.194
C 2.424 -3.149 0.286
C 1.648 -3.392 -1.036
N 0.222 -3.246 -0.799
C -0.402 -2.029 -0.978
C -1.757 -1.893 -0.913
C -2.400 -0.621 -1.045
O -3.594 -0.419 -0.977
N -1.512 0.461 -1.251
C -2.043 1.780 -1.181
C -2.891 2.255 -2.168
C -3.412 3.534 -2.075
C -3.080 4.341 -1.001
C -2.240 3.872 -0.006
C -1.730 2.588 -0.091
Cl -0.712 1.977 1.166
C -0.153 0.350 -1.392
O 0.579 1.288 -1.620
N 0.350 -0.927 -1.280
C -0.134 -3.957 0.416
C 0.430 -3.174 1.628
H 2.942 1.291 -1.325
H 3.915 -0.031 -2.018
H 4.529 0.856 -0.604
H 3.221 1.859 0.912
H 2.367 2.421 3.125
H 1.171 0.704 4.457
H 0.874 -1.542 3.556
H 3.348 -2.608 0.107
H 2.679 -4.114 0.747
H 1.811 -4.416 -1.388
H 1.969 -2.719 -1.829
H -2.403 -2.735 -0.743
H -3.141 1.612 -2.996
H -4.074 3.899 -2.845
H -3.481 5.341 -0.930
H -1.985 4.490 0.840
H 1.365 -0.960 -1.191
H 0.298 -4.957 0.353
H -1.214 -4.056 0.501
H -0.329 -2.477 1.988
H 0.680 -3.875 2.440
*
```

Molar mass in g mol⁻¹: 412.9
LUMO energy in eV: 0.645
HOMO level in eV: -7.8052
Energy above the lowest of the compared OMol25 structures with the same formula, charge and spin in kJ/mol: 181.4
Gap between HOMO and LUMO in eV: 8.450
Largest force on an atom in eV/A: 0.762
SMILES string: COc1ccccc1N1CCN(c2cc(=O)n(-c3ccccc3Cl)c(=O)[nH]2)CC1



No. 5
Molecular formula: C28H18BrIN4O5Ta
Method: DFT, wB97M-V/def2-TZVPD

Structure (ORCA input):
```
! RIJCOSX wB97M-V def2-TZVPD def2/J DEFGRID3
* xyz 3 1
Ta -0.109 0.001 0.041
Br -3.571 -6.712 0.638
C -2.935 -4.973 0.345
C -3.845 -3.935 0.096
C -3.422 -2.641 -0.138
C -2.064 -2.361 -0.097
O -1.599 -1.132 -0.349
C -1.131 -3.391 0.155
C 0.255 -3.128 0.090
N 0.818 -1.944 0.040
C 2.213 -1.882 -0.227
C 3.181 -2.722 0.252
C 4.509 -2.587 -0.200
C 4.837 -1.647 -1.136
C 3.850 -0.759 -1.633
C 4.096 0.205 -2.628
C 3.059 0.997 -3.065
C 1.809 0.876 -2.468
N 1.523 0.005 -1.503
C 2.538 -0.857 -1.131
C -1.587 -4.711 0.355
H -4.903 -4.164 0.074
H -4.132 -1.856 -0.358
H 0.920 -3.988 0.045
H 2.946 -3.491 0.977
H 5.267 -3.252 0.190
H 5.849 -1.568 -1.509
H 5.087 0.304 -3.054
H 3.195 1.724 -3.853
H 1.019 1.526 -2.815
H -0.876 -5.509 0.526
O -1.623 2.897 -2.749
C -1.025 2.279 -1.795
O -1.091 1.044 -1.618
C -0.199 3.065 -0.856
C 0.042 4.422 -0.846
C 0.892 4.919 0.150
C 1.470 4.055 1.067
C 1.173 2.698 0.966
N 0.354 2.238 0.039
C 1.743 1.579 1.805
O 2.475 1.715 2.724
O 1.318 0.385 1.320
H -2.139 2.307 -3.331
H -0.408 5.075 -1.582
H 1.104 5.979 0.195
H 2.144 4.400 1.841
I -0.782 -1.227 2.929
C -2.072 0.349 2.486
C -3.095 0.698 3.344
C -3.947 1.723 2.965
C -3.736 2.342 1.738
C -2.681 1.930 0.954
N -1.833 0.948 1.310
H -3.219 0.174 4.281
H -4.760 2.029 3.610
H -4.379 3.137 1.389
H -2.526 2.415 0.004
*
```

Molar mass in g mol⁻¹: 878.2
LUMO energy in eV: -10.228
HOMO level in eV: -16.2050
Energy above the lowest of the compared OMol25 structures with the same formula, charge and spin in kJ/mol: 0.0
Gap between HOMO and LUMO in eV: 5.977
Largest force on an atom in eV/A: 0.589



No. 6
Molecular formula: C38H29N11OTl
Method: DFT, wB97M-V/def2-TZVPD

Structure (ORCA input):
```
! RIJCOSX wB97M-V def2-TZVPD def2/J DEFGRID3
* xyz 1 1
Tl 0.791 -0.712 -0.999
C -3.184 -5.173 -0.365
N -2.392 -4.234 -1.160
C -1.129 -3.865 -1.002
N -0.822 -2.935 -1.876
C -1.965 -2.763 -2.572
N -2.945 -3.543 -2.159
C -3.401 -4.658 1.035
C -3.268 -5.515 2.116
C -3.492 -5.042 3.406
C -3.811 -3.707 3.607
C -3.927 -2.841 2.523
C -3.736 -3.324 1.237
C -4.267 -1.429 2.825
N -4.602 -0.933 3.950
N -4.793 0.392 3.779
C -4.567 0.641 2.546
O -4.228 -0.486 1.848
C -4.598 1.936 1.866
C -4.965 3.064 2.601
C -4.940 4.316 2.005
C -4.537 4.443 0.674
C -4.182 3.318 -0.061
C -3.717 3.428 -1.496
N -2.409 2.800 -1.654
C -2.134 1.517 -1.844
N -0.833 1.319 -1.741
C -0.349 2.546 -1.455
N -1.281 3.470 -1.393
C -4.235 2.068 0.538
H -2.657 -6.131 -0.370
H -4.111 -5.315 -0.936
H -0.466 -4.265 -0.259
H -2.099 -2.058 -3.382
H -3.032 -6.565 1.990
H -3.435 -5.723 4.251
H -3.995 -3.338 4.600
H -3.850 -2.656 0.383
H -5.268 2.950 3.625
H -5.224 5.179 2.583
H -4.523 5.409 0.219
H -3.624 4.477 -1.810
H -4.378 2.925 -2.205
H -2.878 0.771 -2.058
H 0.696 2.761 -1.287
H -3.963 1.174 -0.005
C 3.846 1.404 1.768
C 2.511 1.556 1.074
N 2.358 1.407 -0.178
C 3.596 1.041 -0.886
C 4.756 1.905 -0.423
C 4.902 1.994 0.893
C 5.723 2.449 -1.371
C 5.531 2.337 -2.687
C 4.329 1.673 -3.230
C 4.103 1.612 -4.601
C 3.007 0.928 -5.092
C 2.138 0.350 -4.178
N 2.324 0.457 -2.858
C 3.395 1.089 -2.399
H 3.842 1.921 2.728
H 1.624 1.829 1.634
H 5.746 2.483 1.372
H 6.573 2.968 -0.962
H 6.242 2.739 -3.393
H 4.810 2.060 -5.285
H 2.827 0.822 -6.145
H 1.292 -0.225 -4.493
N 3.827 -0.452 -0.580
C 4.994 -0.934 0.004
C 3.815 -1.000 0.843
C 4.037 -0.130 2.080
C 5.420 -0.452 2.625
C 6.438 -0.778 1.828
C 6.245 -0.710 0.370
H 3.229 -1.905 0.927
H 3.281 -0.362 2.836
H 5.539 -0.442 3.702
H 7.411 -0.997 2.238
H 7.016 -0.330 -0.280
*
```

Molar mass in g mol⁻¹: 860.1
LUMO energy in eV: -2.580
HOMO level in eV: -10.6032
Gap between HOMO and LUMO in eV: 8.023
Largest force on an atom in eV/A: 1.579



No. 7
Molecular formula: C31H55NO2PTi
Method: DFT, wB97M-V/def2-TZVPD

Structure (ORCA input):
```
! RIJCOSX wB97M-V def2-TZVPD def2/J DEFGRID3
* xyz 0 2
O 1.124 2.953 -4.094
C 0.804 2.527 -5.457
C 1.252 3.821 -6.107
H -0.262 2.313 -5.586
H 1.379 1.647 -5.765
C 1.559 4.237 -4.646
H 0.461 4.421 -6.559
H 2.141 3.753 -6.730
C 0.713 5.406 -4.171
H -0.362 5.174 -4.226
H 0.934 6.285 -4.800
H 0.966 5.650 -3.129
C 3.036 4.509 -4.437
H 3.638 3.631 -4.709
H 3.221 4.785 -3.389
H 3.333 5.358 -5.074
Ti 0.896 0.613 0.251
C 3.190 -0.188 0.738
C 2.479 -1.267 0.134
C 1.992 -0.834 -1.148
H 2.466 -2.294 0.474
C 2.485 0.496 -1.376
C 3.215 0.878 -0.204
H 3.790 1.797 -0.122
H 3.755 -0.240 1.668
H 1.497 -1.474 -1.878
H 2.440 1.067 -2.298
C 0.561 1.984 2.147
C 1.713 2.410 1.432
C 1.288 2.932 0.163
H 2.708 2.434 1.864
C -0.138 2.833 0.108
C -0.590 2.248 1.319
H -1.629 2.163 1.619
H 0.555 1.651 3.179
H 1.896 3.415 -0.600
H -0.770 3.284 -0.655
O -0.625 0.549 -1.463
C -0.375 1.241 -2.719
C -1.023 0.453 -3.851
H 0.700 1.350 -2.881
H -0.813 2.230 -2.589
C -1.908 -0.597 -3.161
H -0.245 0.036 -4.508
H -1.633 1.121 -4.477
C -1.606 -0.521 -1.669
H -1.786 -1.620 -3.551
H -2.959 -0.309 -3.271
H -1.171 -1.440 -1.259
H -2.465 -0.210 -1.058
C 1.518 -3.335 3.011
C 0.526 -2.289 3.537
C -0.187 -2.857 4.782
C 1.350 -1.052 3.916
P -0.684 -1.804 2.201
N 0.027 -0.715 1.215
C -1.259 -3.354 1.304
C -1.509 -4.551 2.250
C -2.586 -3.103 0.577
C -0.218 -3.733 0.246
C -2.191 -0.982 2.931
C -2.869 -0.233 1.758
C -3.193 -1.906 3.655
C -1.744 0.047 3.966
H 1.076 -4.297 2.737
H 2.240 -3.539 3.816
H 2.079 -2.942 2.159
H 0.593 -3.141 5.504
H -0.830 -2.128 5.282
H -0.771 -3.760 4.562
H 1.701 -0.537 3.009
H 0.804 -0.342 4.547
H 2.237 -1.395 4.476
H -2.298 -4.330 2.977
H -1.863 -5.396 1.637
H -0.615 -4.890 2.775
H -2.457 -2.353 -0.208
H -2.911 -4.049 0.110
H -3.386 -2.793 1.257
H 0.125 -2.846 -0.299
H 0.666 -4.242 0.652
H -0.682 -4.417 -0.484
H -3.747 -0.762 1.359
H -3.180 0.762 2.118
H -2.182 -0.057 0.912
H -2.754 -2.409 4.523
H -3.985 -1.252 4.045
H -3.677 -2.655 3.026
H -1.269 -0.383 4.858
H -1.074 0.786 3.513
H -2.652 0.569 4.311
*
```

Molar mass in g mol⁻¹: 552.6
LUMO energy (alpha / beta) in eV: 0.591 / 0.589
HOMO level (alpha / beta) in eV: -5.0988 / -6.1032
Energy above the lowest of the compared OMol25 structures with the same formula, charge and spin in kJ/mol: 0.0
Gap between HOMO and LUMO (alpha / beta) in eV: 5.690 / 6.692
Largest force on an atom in eV/A: 5.712



No. 8
Molecular formula: C2H6N2O2
Method: DFT, wB97M-V/def2-TZVPD

Structure (ORCA input):
```
! RIJCOSX wB97M-V def2-TZVPD def2/J DEFGRID3
* xyz 0 1
C -1.523 0.761 0.110
C -0.188 1.243 0.575
N 0.920 0.636 0.518
N 1.304 -0.368 -0.195
O 0.296 -1.545 -0.775
O 2.028 -1.279 0.573
H -1.936 1.488 -0.593
H -1.451 -0.219 -0.358
H -2.199 0.722 0.966
H -0.138 2.208 1.064
H 0.595 -1.813 -1.651
H 2.293 -1.833 -0.233
*
```

Molar mass in g mol⁻¹: 90.1
LUMO energy in eV: 0.650
HOMO level in eV: -8.9581
Energy above the lowest of the compared OMol25 structures with the same formula, charge and spin in kJ/mol: 584.9
Gap between HOMO and LUMO in eV: 9.608
Largest force on an atom in eV/A: 3.066
SMILES string: C/C=N\N(O)O



No. 9
Molecular formula: C19H16N8O
Method: DFT, wB97M-V/def2-TZVPD

Structure (ORCA input):
```
! RIJCOSX wB97M-V def2-TZVPD def2/J DEFGRID3
* xyz 0 1
O -0.864 4.581 -2.865
C 0.146 4.054 -2.058
C 0.529 2.625 -2.474
N -0.537 1.719 -2.140
C -0.486 0.647 -1.342
C -1.766 0.108 -1.297
C -2.162 -1.064 -0.551
C -3.438 -1.664 -0.720
N -3.840 -2.737 -0.084
C -2.944 -3.242 0.763
N -2.998 -4.326 1.578
N -1.900 -4.412 2.203
N -1.058 -3.419 1.860
C 0.247 -3.308 2.473
C 1.033 -2.201 1.830
C 1.690 -2.442 0.607
C 2.359 -1.443 -0.040
C 2.402 -0.144 0.511
N 3.038 0.832 -0.170
C 3.074 2.030 0.343
C 2.483 2.378 1.571
C 1.821 1.410 2.275
C 1.758 0.100 1.756
C 1.078 -0.954 2.394
C -1.666 -2.637 0.942
N -1.258 -1.555 0.295
C -2.525 0.965 -2.120
N -1.771 1.926 -2.610
H -1.565 3.909 -2.938
H -0.158 4.047 -0.998
H 1.011 4.713 -2.167
H 0.689 2.608 -3.556
H 1.433 2.294 -1.962
H 0.413 0.313 -0.872
H -4.147 -1.241 -1.418
H 0.751 -4.274 2.358
H 0.106 -3.119 3.543
H 1.651 -3.432 0.178
H 2.860 -1.613 -0.980
H 3.597 2.777 -0.242
H 2.555 3.391 1.934
H 1.344 1.629 3.220
H 0.580 -0.756 3.333
H -3.568 0.927 -2.361
*
```

Molar mass in g mol⁻¹: 372.4
LUMO energy in eV: -0.385
HOMO level in eV: -8.7679
Energy above the lowest of the compared OMol25 structures with the same formula, charge and spin in kJ/mol: 0.0
Gap between HOMO and LUMO in eV: 8.383
Largest force on an atom in eV/A: 1.698
SMILES string: OCCn1cc(-c2cnc3nnn(Cc4ccc5ncccc5c4)c3n2)cn1



> What is the largest force on an atom in the eighth record?

3.066 eV/A



> Which of these has the lowest largest force on an atom?

C28H18BrIN4O5Ta